one.
DFT (ωB97M-V/def2-TZVPD) results for one molecule with the formula C2H6N2O2S.

Properties
Orbital gap in eV: 9.91
E_LUMO in hartree: 0.0252
HOMO in eV: -9.2

Last column: Löwdin charge in e.
Positions of all 13 atoms, in Å:
C: -1.24799 0.43846 -0.47344  -0.30
C: 0.11262 1.14223 -0.58144  -0.32
N: -1.00427 -0.69393 0.41634  -0.03
N: 0.61388 -0.80064 0.93899  -0.35
O: 2.68312 0.45616 0.02196  -0.49
O: 1.03615 -2.00959 1.31148  -0.05
S: 1.42860 -0.12774 -0.47255  0.91
H: -2.19883 1.02390 -0.14237  0.15
H: -1.38718 0.06488 -1.48355  0.09
H: 0.13389 1.73156 -1.59780  0.13
H: 0.26238 1.76255 0.24696  0.06
H: -1.44211 -0.45795 1.32880  0.10
H: 1.00976 -2.52990 0.48663  0.10

---

two.
DFT (ωB97M-V/def2-TZVPD) results for a 2-piece molecular cluster, C2H6N2O2S overall.

Properties
Orbital gap in eV: 6.26
E_LUMO in hartree: -0.0589
HOMO in eV: -7.9

Last column: Löwdin charge in e.
Positions of all 13 atoms, in Å:
C: 0.46601 -1.10134 -0.07837  -0.10
C: 1.25281 1.18340 0.15936  -0.07
N: 0.11741 0.10119 1.83548  0.11
N: 0.59190 0.04116 0.74370  -0.50
O: -3.29138 -1.34601 -0.75621  -0.43
O: -1.89760 0.71675 -0.75123  -0.47
S: -2.80355 -0.19962 -0.00064  0.92
H: -0.05150 -0.61312 -1.03097  0.10
H: 1.50869 -1.47324 -0.45883  0.13
H: -0.21077 -1.72466 0.42573  0.05
H: 1.54673 1.87540 0.90060  0.06
H: 2.26625 0.94812 -0.37791  0.11
H: 0.50499 1.59197 -0.61071  0.10

---

Referenced to the most stable arrangement, the calculated values in kcal/mol are one 26.5; two 0.0.

---

one.
DFT (ωB97M-V/def2-TZVPD) results for a 2-piece molecular cluster, C8H17N overall.

Properties
Orbital gap in eV: 9.88
E_LUMO in hartree: 0.0357
HOMO in eV: -8.9
SMILES: CC(C)C(C)(C)N.C#C

Last column: Löwdin charge in e.
Positions of all 26 atoms, in Å:
C: -1.83556 -0.72492 -0.66160  -0.08
C: -0.31059 -0.76313 -0.75352  -0.34
C: 0.26975 -1.94382 0.01569  -0.08
C: 0.46108 0.73580 -0.64391  -0.58
C: -0.10185 1.64715 -1.73510  -0.06
C: 1.96052 0.51936 -0.87532  -0.06
N: 0.17905 1.36056 0.60710  0.07
H: -2.12839 -0.31909 0.30321  0.07
H: -2.26872 -0.10641 -1.44445  0.07
H: -2.25318 -1.72084 -0.80635  0.08
H: -0.08506 -0.99045 -1.80353  0.12
H: -0.14023 -1.95880 1.02348  0.04
H: -0.11571 -2.87632 -0.39750  0.08
H: 1.35726 -1.96156 0.02691  0.07
H: -0.03046 1.17463 -2.71144  0.08
H: 0.45936 2.58097 -1.77614  0.08
H: -1.13923 1.88863 -1.51980  0.07
H: 2.47277 1.48119 -0.92007  0.08
H: 2.14360 0.00647 -1.81642  0.08
H: 2.39379 -0.05854 -0.06101  0.07
H: 0.12058 0.74547 1.41330  0.02
H: 0.84270 2.08971 0.84349  0.08
C: -0.13063 -0.62527 3.38213  -0.03
C: -0.99597 0.16045 3.65020  0.00
H: 0.64961 -1.17893 2.79877  0.05
H: -1.77446 0.83771 3.86190  0.02

---

two.
DFT (ωB97M-V/def2-TZVPD) results for C8H17N as an isolated structure.

Properties
Orbital gap in eV: 9.33
E_LUMO in hartree: 0.0387
HOMO in eV: -8.3

Last column: Löwdin charge in e.
Positions of all 26 atoms, in Å:
C: -2.17555 0.99738 -0.09697  -0.26
C: -2.59951 -0.16261 -0.63372  -0.05
C: 0.70487 1.22126 -0.57352  0.00
C: -1.98846 1.20800 1.37477  -0.11
H: -2.15533 1.88538 -0.71593  0.09
H: -0.88282 -1.11804 -1.18174  0.03
H: -2.71243 -1.04852 -0.02240  0.07
H: -1.80140 0.26355 1.88781  0.07
H: -0.08534 1.96842 -0.55427  0.01
H: 1.34893 1.47629 0.26348  0.03
H: 1.16444 1.42573 -1.53586  0.03
H: -2.93664 -0.21911 -1.65814  0.06
H: -1.16519 1.89342 1.58127  0.07
H: -2.89746 1.64556 1.80034  0.08
C: 2.43211 -0.82549 -0.97408  -0.06
C: 0.99197 -0.66838 -0.52183  -0.52
C: 0.75827 -1.06265 0.88618  -0.16
C: 1.56488 -0.81590 1.91406  0.02
N: 0.10775 -1.33910 -1.38701  0.05
H: 0.29106 -1.12367 -2.36107  0.08
H: -0.17882 -1.57447 1.06032  0.10
H: 2.52762 -0.63504 -2.04204  0.08
H: 3.06126 -0.10420 -0.45464  0.07
H: 2.79657 -1.83306 -0.77263  0.09
H: 2.53233 -0.35515 1.79788  0.05
H: 1.29690 -1.09963 2.91973  0.05

---

Referenced to the most stable arrangement, the calculated values in kcal/mol are one 0.0; two 12.0.

---

one.
DFT (ωB97M-V/def2-TZVPD) results for one molecule with the formula C6H9N3O2.

Properties
Orbital gap in eV: 9.00
E_LUMO in hartree: 0.0310
HOMO in eV: -8.2
SMILES: N[C@@H](Cc1c[nH]cn1)C(=O)O

Last column: Löwdin charge in e.
Positions of all 20 atoms, in Å:
N: 1.67265 -2.20206 0.82383  0.04
C: 1.12520 -0.84792 0.48104  -0.29
C: -0.18790 -1.09136 -0.29235  -0.13
C: -0.66595 0.20295 -0.85823  -0.29
C: -2.03791 0.61545 -1.04893  -0.06
N: -2.01920 1.82012 -1.64174  0.05
C: -0.68333 2.14618 -1.84558  -0.18
N: 0.11195 1.20215 -1.40130  0.09
C: 0.86908 0.02325 1.70444  -0.46
O: -0.19026 0.52564 1.92503  0.13
O: 2.02940 0.20846 2.45786  0.06
H: 0.98756 -2.92111 0.97291  0.06
H: 2.52717 -2.24035 1.38046  0.08
H: 1.80259 -0.27654 -0.17854  0.14
H: -0.97128 -1.54272 0.38649  0.13
H: -0.12251 -1.87668 -1.13524  0.15
H: -2.93713 0.11438 -0.73416  0.11
H: -2.71824 2.35099 -2.02352  0.11
H: -0.44354 3.13421 -2.29439  0.12
H: 1.85166 0.65496 3.32194  0.13

---

two.
DFT (ωB97M-V/def2-TZVPD) results for one molecule with the formula C6H9N3O2.

Properties
Orbital gap in eV: 10.25
E_LUMO in hartree: 0.0176
HOMO in eV: -9.8
SMILES: CN[C@@]1(N)OCC(=O)[C@@H]1C#N

Last column: Löwdin charge in e.
Positions of all 20 atoms, in Å:
C: 1.75456 -0.45843 0.51169  -0.10
N: 0.39314 -0.15591 0.92618  -0.02
C: -0.40445 0.61662 0.01900  -0.56
N: 0.27393 1.80418 -0.35552  0.14
O: -0.78534 -0.14337 -1.17169  -0.06
C: -1.93154 -0.90602 -0.90825  -0.11
C: -2.58767 -0.34113 0.33566  -0.33
O: -3.54370 -0.77409 0.90684  0.15
C: -1.76403 0.88656 0.72189  -0.12
C: -2.43211 2.04447 0.18973  -0.18
N: -2.95907 2.94746 -0.27186  0.19
H: 2.34564 0.45403 0.56276  0.08
H: 2.16755 -1.17710 1.21518  0.08
H: 1.80937 -0.87576 -0.50116  0.09
H: -0.09760 -1.01174 1.16302  0.12
H: 1.10159 1.58710 -0.89536  0.09
H: -0.32409 2.40664 -0.90850  0.09
H: -1.68820 -1.96709 -0.75267  0.14
H: -2.61370 -0.83474 -1.76247  0.15
H: -1.64480 0.99115 1.80139  0.17

---

three.
DFT (ωB97M-V/def2-TZVPD) results for one molecule with the formula C6H9N3O2.

Properties
Orbital gap in eV: 9.50
E_LUMO in hartree: 0.0261
HOMO in eV: -8.8
SMILES: Cn1ccnc1[C@@H](N)C(=O)O

Last column: Löwdin charge in e.
Positions of all 20 atoms, in Å:
C: -1.06545 1.86682 0.50875  0.01
N: -1.04918 0.60362 -0.24447  -0.05
C: -2.07974 -0.08221 -0.87895  -0.05
C: -1.63774 -1.35496 -1.17454  -0.15
N: -0.36359 -1.47219 -0.84010  0.08
C: -0.05129 -0.32640 -0.32206  -0.21
C: 1.53383 -0.22224 0.56789  -0.15
N: 1.84776 -1.57047 0.76349  0.04
C: 2.16076 0.48344 -0.56944  -0.57
O: 1.94387 1.64947 -0.84206  0.08
O: 2.91868 -0.28144 -1.29557  0.17
H: -1.19546 1.53706 1.51159  0.08
H: -0.20650 2.50509 0.30038  0.09
H: -1.97728 2.46032 0.27416  0.10
H: -2.96288 0.32603 -1.13899  0.07
H: -2.11751 -2.13899 -1.67724  0.09
H: 1.19252 0.39742 1.40370  0.15
H: 1.32637 -2.21052 0.18460  0.07
H: 1.65023 -1.87142 1.68619  0.08
H: 2.77586 -1.16114 -0.96739  0.08

---

Referenced to the most stable arrangement, the calculated values in kcal/mol are one 0.0; two 15.7; three 26.7.

---

one.
DFT (ωB97M-V/def2-TZVPD) results for a 2-piece molecular cluster, C2H6N4O overall.

Properties
Orbital gap in eV: 8.47
E_LUMO in hartree: -0.0112
HOMO in eV: -8.8
SMILES: [H]/N=N\N=C.NC=O

Last column: Löwdin charge in e.
Positions of all 13 atoms, in Å:
H: 0.15818 1.68175 0.94633  0.08
N: -0.48283 0.87289 0.97227  0.06
N: 0.10225 -0.23637 0.80867  -0.16
N: 1.35119 -0.47947 0.71168  -0.03
C: 2.33013 -0.49648 1.51156  0.02
H: 2.25761 -0.19050 2.55143  0.08
H: 3.27811 -0.84588 1.12906  0.07
N: -1.85760 0.53422 -1.34417  0.09
C: -1.39849 -0.68319 -1.58221  -0.48
O: -1.25542 -1.29464 -2.60358  0.00
H: -1.56958 0.96422 -0.41977  0.05
H: -2.19477 1.10374 -2.10154  0.10
H: -0.71878 -0.93028 -0.57973  0.12

---

two.
DFT (ωB97M-V/def2-TZVPD) results for one molecule with the formula C2H6N4O.

Properties
Orbital gap (spin up / spin down) in eV: 7.59 / 7.58
E_LUMO (spin up / spin down) in hartree: 0.0004 / 0.0002
HOMO (spin up / spin down) in eV: -7.6 / -7.6
SMILES: NN/C=C(/N)N=O

Last column: Löwdin charge in e.
Positions of all 13 atoms, in Å:
N: 1.17536 0.48369 1.84635  0.02
N: 0.06283 -0.28190 1.49716  -0.10
C: -0.50890 -0.33404 0.20437  -0.02
C: -0.03779 0.31720 -0.86575  -0.43
N: -0.85318 0.44981 -1.97834  0.11
N: 1.19728 0.88838 -0.83658  -0.04
O: 1.60650 1.28263 -1.94155  -0.06
H: 1.13879 1.44093 1.51526  0.08
H: 1.40624 0.36642 2.84173  0.10
H: -0.69644 -0.49747 2.07492  0.09
H: -1.53691 -0.78176 0.27565  0.15
H: -1.44563 -0.33421 -1.95576  0.07
H: -0.34799 0.71761 -2.75925  0.05

---

Referenced to the most stable arrangement, the calculated values in kcal/mol are one 0.0; two 11.9.